Entry 1:
Here is a cluster of 2 separate species, C4H2NO5 in total at a distorted geometry from the OMol25 dataset. Energies are from wB97M-V/def2-TZVPD.

Structure (ORCA input):
```
! wB97M-V def2-TZVPD RIJCOSX def2/J DEFGRID3
* xyz -1 1
N 0.65584 2.28711 0.39921
O -0.42917 2.77658 0.01940
O 1.78499 2.71347 0.04233
C 0.62543 -0.27445 -0.01388
C -0.01741 -0.85058 -1.06377
C -1.27563 -1.49121 -0.59964
O -2.19760 -2.04695 -1.15401
O -1.22162 -1.32023 0.82626
C -0.03223 -0.63238 1.25253
O 0.27265 -0.53434 2.41390
H 1.53224 0.33665 -0.01623
H 0.30252 -0.96367 -2.10611
*
```

Values from the calculation:
HOMO energy = -3.50 eV
LUMO = 0.0868 hartree
energy above the lowest of the compared OMol25 structures with the same formula, charge and spin = 0.0183 eV
Kohn-Sham gap = 5.87 eV
E_tot = -584.55203 Ha



Entry 2:
Here is a cluster of 2 separate species, C4H2NOS in total at a distorted geometry from the OMol25 dataset. Energies are from wB97M-V/def2-TZVPD.

Structure (ORCA input):
```
! wB97M-V def2-TZVPD RIJCOSX def2/J DEFGRID3
* xyz -1 1
C 0.08333 -1.50775 0.56809
C -1.48129 0.40203 -0.36064
C -0.51156 -0.37148 0.11490
C 1.49102 0.56334 -0.09005
N 0.50671 -2.48542 0.99564
O 2.02041 -0.01437 -0.95906
S 1.54635 1.88282 0.90725
H -1.21313 1.40954 -0.51859
H -2.44183 0.12129 -0.65755
*
```

Values from the calculation:
HOMO energy = -3.20 eV
LUMO = 0.1313 hartree
energy above the lowest of the compared OMol25 structures with the same formula, charge and spin = 0.1209 eV
Kohn-Sham gap = 6.77 eV
E_tot = -681.77824 Ha



Entry 3:
Here is a cluster of 2 separate species, C4H2O in total at a distorted geometry from the OMol25 dataset. Energies are from wB97M-V/def2-TZVPD.

Structure (ORCA input):
```
! wB97M-V def2-TZVPD RIJCOSX def2/J DEFGRID3
* xyz 0 1
C 1.73457 -0.22844 0.36109
C 2.60209 -0.90071 1.08763
C 4.97196 0.39387 -0.79638
C 0.79776 0.09706 -0.46908
O 4.22634 0.06651 -0.02243
H 0.02546 0.85671 -0.44202
H 0.68737 -0.66456 -1.21420
*
```

Values from the calculation:
HOMO energy = -9.89 eV
LUMO = -0.0400 hartree
energy above the lowest of the compared OMol25 structures with the same formula, charge and spin = 3.0948 eV
Kohn-Sham gap = 8.80 eV
E_tot = -228.64565 Ha



Entry 4:
Here is a cluster of 2 separate species, C4H2O2 in total at a distorted geometry from the OMol25 dataset. Energies are from wB97M-V/def2-TZVPD.

Structure (ORCA input):
```
! wB97M-V def2-TZVPD RIJCOSX def2/J DEFGRID3
* xyz 0 1
C -0.40391 -0.78791 0.35866
C -0.81967 0.27631 -0.71412
C -1.66126 -0.81550 -0.23742
C 0.55181 0.17409 0.05004
O -2.68463 -1.36330 -0.16174
O 1.80584 0.16228 -0.36926
H 0.90038 1.43701 1.63738
H 2.31145 0.91703 -0.56355
*
```

Values from the calculation:
HOMO energy (spin up / spin down) = -8.89 / -9.78 eV
LUMO (spin up / spin down) = -0.0348 / -0.0342 hartree
energy above the lowest of the compared OMol25 structures with the same formula, charge and spin = 6.5412 eV
Kohn-Sham gap (spin up / spin down) = 7.94 / 8.85 eV
E_tot = -303.76943 Ha



Entry 5:
Here is the molecule C4H2O2 at a distorted geometry from the OMol25 dataset. Energies are from wB97M-V/def2-TZVPD.

Structure (ORCA input):
```
! wB97M-V def2-TZVPD RIJCOSX def2/J DEFGRID3
* xyz 0 3
C 0.66493 -0.71491 0.02411
C 0.69137 0.69995 -0.00219
C 1.64074 -1.54758 -0.06591
C 1.65536 1.53212 -0.06510
O 2.45646 2.35470 0.02953
O 2.54146 -2.25045 0.02520
H -0.23348 -1.06101 0.30369
H -0.16107 1.23263 0.18507
*
```

Values from the calculation:
HOMO energy (spin up / spin down) = -5.30 / -11.00 eV
LUMO (spin up / spin down) = 0.0079 / -0.0634 hartree
energy above the lowest of the compared OMol25 structures with the same formula, charge and spin = 0.7141 eV
Kohn-Sham gap (spin up / spin down) = 5.51 / 9.28 eV
E_tot = -303.90801 Ha



Entry 6:
Here is a structure of composition C4H2O2Pb at a distorted geometry from the OMol25 dataset. Energies are from wB97M-V/def2-TZVPD.

Structure (ORCA input):
```
! wB97M-V def2-TZVPD RIJCOSX def2/J DEFGRID3
* xyz 2 1
H -2.06463 -0.64428 -1.31450
O -2.94799 1.05145 0.84982
C -2.26100 0.38747 0.23643
C -1.31669 0.04184 -0.74308
C -0.08200 -0.15977 -0.32935
C 1.14953 -0.38332 0.14692
O 2.16121 0.39189 0.01845
Pb 4.14793 0.59264 0.34453
H 1.21363 -1.27793 0.79078
*
```

Values from the calculation:
HOMO energy = -17.93 eV
LUMO = -0.3720 hartree
energy above the lowest of the compared OMol25 structures with the same formula, charge and spin = 0.0000 eV
Kohn-Sham gap = 7.81 eV
E_tot = -496.14456 Ha



Entry 7:
Here is a structure of composition C4H2O2Rb at a distorted geometry from the OMol25 dataset. Energies are from wB97M-V/def2-TZVPD.

Structure (ORCA input):
```
! wB97M-V def2-TZVPD RIJCOSX def2/J DEFGRID3
* xyz 0 2
O 1.73925 0.40002 -0.72874
H 2.67592 0.22400 -0.86060
C 1.41469 -0.89676 0.37604
C 0.62489 -0.08103 1.07616
C -0.05920 0.89415 0.46894
C -1.40515 0.80510 0.02325
O -1.97551 -0.31296 -0.08945
Rb -1.10303 -2.74150 0.08730
H -1.91187 1.70898 -0.35290
*
```

Values from the calculation:
HOMO energy (spin up / spin down) = -6.90 / -8.16 eV
LUMO (spin up / spin down) = -0.0252 / -0.0246 hartree
energy above the lowest of the compared OMol25 structures with the same formula, charge and spin = 3.3195 eV
Kohn-Sham gap (spin up / spin down) = 6.22 / 7.49 eV
E_tot = -327.90175 Ha



Entry 8:
Here is a structure of composition C4H2O2Sn at a distorted geometry from the OMol25 dataset. Energies are from wB97M-V/def2-TZVPD.

Structure (ORCA input):
```
! wB97M-V def2-TZVPD RIJCOSX def2/J DEFGRID3
* xyz 0 1
H 1.29713 -2.34639 -0.11253
C 0.95144 -1.31568 0.00383
C -0.30098 -0.89664 -0.10743
O 2.02992 -0.54208 0.29067
O 1.79577 0.83212 0.47999
Sn 0.14306 1.71934 0.26887
C -1.82638 1.17595 -0.21152
C -1.22453 0.01902 -0.12380
H -2.86542 1.35437 -0.48808
*
```

Values from the calculation:
HOMO energy = -8.01 eV
LUMO = -0.0209 hartree
energy above the lowest of the compared OMol25 structures with the same formula, charge and spin = 1.6522 eV
Kohn-Sham gap = 7.44 eV
E_tot = -518.11276 Ha



Entry 9:
Here is a structure of composition C4H2O2Tm at a distorted geometry from the OMol25 dataset. Energies are from wB97M-V/def2-TZVPD.

Structure (ORCA input):
```
! wB97M-V def2-TZVPD RIJCOSX def2/J DEFGRID3
* xyz 1 3
O -2.46055 0.93762 0.71476
C -1.29633 0.90767 0.27634
H -0.74127 1.86372 0.13438
C 1.19362 -0.28788 -0.54375
C 0.13206 -1.23130 -0.40511
C -0.44615 -0.22237 0.29177
O -0.86662 -2.04431 0.34923
Tm 3.22667 -0.10646 0.72361
H 1.25857 0.18331 -1.54123
*
```

Values from the calculation:
HOMO energy (spin up / spin down) = -11.47 / -11.82 eV
LUMO (spin up / spin down) = -0.2355 / -0.2337 hartree
Kohn-Sham gap (spin up / spin down) = 5.07 / 5.46 eV
E_tot = -1388.62173 Ha



Entry 10:
Here is a structure of composition C4H2OPb at a distorted geometry from the OMol25 dataset. Energies are from wB97M-V/def2-TZVPD.

Structure (ORCA input):
```
! wB97M-V def2-TZVPD RIJCOSX def2/J DEFGRID3
* xyz 1 2
C -1.65062 0.25205 -0.05935
C 0.72654 1.20286 0.09614
C -0.26928 0.34170 0.01263
C 0.78927 -1.50342 -0.07350
O 1.95809 -1.38780 -0.00467
Pb 2.86606 0.66538 0.12458
H -2.27280 1.14612 -0.10490
H -2.14727 -0.71689 0.00908
*
```

Values from the calculation:
HOMO energy (spin up / spin down) = -12.62 / -14.16 eV
LUMO (spin up / spin down) = -0.2206 / -0.2416 hartree
energy above the lowest of the compared OMol25 structures with the same formula, charge and spin = 0.3960 eV
Kohn-Sham gap (spin up / spin down) = 6.62 / 7.58 eV
E_tot = -421.23574 Ha



Entry 11:
Here is a cluster of 2 separate species, C4H2OS in total at a distorted geometry from the OMol25 dataset. Energies are from wB97M-V/def2-TZVPD.

Structure (ORCA input):
```
! wB97M-V def2-TZVPD RIJCOSX def2/J DEFGRID3
* xyz 0 1
C -0.88591 2.01929 -0.05210
C 2.45816 -1.34188 -0.00732
C -1.21063 0.84374 -0.10362
C 1.29439 -1.33597 -0.25052
O -2.69115 -1.16318 0.76355
S -1.92401 -0.80821 -0.39124
H -0.57442 3.12436 0.09226
H 3.53357 -1.33815 -0.05101
*
```

Values from the calculation:
HOMO energy (spin up / spin down) = -10.94 / -9.24 eV
LUMO (spin up / spin down) = -0.0640 / -0.0998 hartree
energy above the lowest of the compared OMol25 structures with the same formula, charge and spin = 6.0336 eV
Kohn-Sham gap (spin up / spin down) = 9.19 / 6.53 eV
E_tot = -626.71346 Ha



Entry 12:
Here is a structure of composition C4H2OYb at a distorted geometry from the OMol25 dataset. Energies are from wB97M-V/def2-TZVPD.

Structure (ORCA input):
```
! wB97M-V def2-TZVPD RIJCOSX def2/J DEFGRID3
* xyz 1 2
C -2.52633 0.87763 -0.01554
C 0.09275 0.80087 0.01332
C -1.15674 0.81405 0.00971
C 3.73020 -2.92914 -0.04856
O 3.46896 -1.82524 -0.00415
Yb 2.56063 0.45327 0.07522
H -3.04016 1.83880 -0.07557
H -3.12931 -0.03024 0.04558
*
```

Values from the calculation:
HOMO energy (spin up / spin down) = -10.34 / -12.21 eV
LUMO (spin up / spin down) = -0.2030 / -0.2028 hartree
energy above the lowest of the compared OMol25 structures with the same formula, charge and spin = 0.0000 eV
Kohn-Sham gap (spin up / spin down) = 4.82 / 6.69 eV
E_tot = -1387.13418 Ha